# 1
79
Properties=species:S:1:pos:R:3:forces:R:3 method="wB97M-V/def2-TZVPD" total_charge=+2 spin_multiplicity=1 fmax_ev_per_a=3.073 total_energy_ha=-2292.075496
C 2.6383 2.7322 1.6549 -0.2 -0.2 -0.1
H 1.4686 1.1213 4.8302 0.1 -0.5 -0.2
H -1.5945 -1.7485 -4.9491 0.1 0.0 0.4
H -1.5848 2.2817 -5.1559 0.1 -0.3 0.2
H 0.9181 2.0792 -5.4769 -0.1 0.0 0.3
C -3.5774 -4.1692 0.4707 0.1 0.0 0.0
H 1.4840 -0.9332 -1.2365 -0.4 0.2 0.4
H -1.1817 2.2565 0.7560 -0.3 0.0 -0.3
H -5.2469 3.6515 0.3074 0.3 -0.3 0.0
H -1.3419 1.1221 4.9732 -0.3 -0.4 -0.2
C -0.4316 -0.8726 -0.3245 1.0 -0.1 -1.0
C 4.1680 -3.0758 2.2332 -0.2 0.0 0.0
H 6.6933 -1.0093 1.2826 -0.2 -0.1 0.0
C 0.9093 -0.6333 -0.3476 -1.0 -0.5 -0.4
H 6.3271 -3.2814 2.2384 -0.3 0.2 -0.1
C 5.6819 -1.3658 1.4604 0.0 0.0 0.0
H -2.4869 -2.7206 -0.7147 -0.3 -0.2 0.1
H 2.1235 1.6250 -3.1868 -0.3 -0.3 0.2
H -2.4413 -0.8177 -2.5030 0.1 0.3 -0.1
H -4.5496 -5.4786 1.8964 0.2 0.4 -0.1
C 0.4100 -1.0833 -4.5537 -0.2 -0.5 -0.3
C 2.6648 2.1412 -0.6925 0.1 -0.1 0.2
H 2.4847 1.3834 -1.4511 0.2 0.4 0.1
H 3.2133 3.7100 -2.0576 -0.1 0.0 0.2
H -4.4426 -0.5775 0.6935 -0.1 0.3 -0.1
H -2.5386 0.3244 3.8733 0.3 0.1 0.1
C -1.0111 1.4304 -4.7560 0.1 0.3 -0.5
C -1.5160 0.2931 4.2668 -0.9 1.6 0.5
C 5.4752 -2.6420 1.9926 -0.3 0.3 0.0
C -4.0911 0.4513 0.6166 0.3 0.0 -0.1
C 0.4284 1.9377 -4.4953 -0.4 0.4 -0.2
H 0.3058 -0.5683 -5.5162 0.3 -0.2 0.4
H -0.9735 0.6924 -5.5679 -0.3 0.3 0.3
C -2.4738 -2.2100 1.3809 0.0 -0.6 -0.2
H 0.9495 -2.0169 -4.7838 -0.2 0.3 0.1
C 2.4678 1.7718 0.6394 -0.1 0.3 -0.5
H 2.0534 -2.5925 2.1152 0.4 -0.1 0.0
C -2.7137 0.7066 0.6953 -0.2 -0.3 0.1
H -2.3626 1.5762 -3.0143 0.2 -0.3 0.1
C -1.7498 -0.4389 -3.2622 -0.3 0.6 -0.5
H 3.9892 -4.0584 2.6655 0.1 0.2 -0.1
H -3.8720 -4.7637 -0.3908 0.1 0.1 0.2
C -1.0043 -1.4808 -4.0537 0.2 -0.3 -0.2
C 3.0547 3.4405 -1.0152 0.0 0.1 0.0
C -2.8206 -3.0126 0.2806 -0.1 0.1 0.2
C -4.9850 1.5063 0.4433 0.0 0.0 0.0
H 0.3636 2.9426 -4.0522 0.1 -0.2 0.0
C -4.5342 2.8284 0.4068 0.2 -0.2 0.1
C -1.7338 0.8687 -3.5613 -0.3 -0.5 0.0
C 3.0377 4.0292 1.3230 0.0 -0.1 0.1
C 1.2968 1.0773 -3.6333 0.3 -0.9 -0.6
H 3.5461 5.4138 -0.2689 -0.1 -0.4 0.1
C 3.0792 -2.2594 1.9298 0.0 0.2 -0.2
H -0.9078 -1.1939 -1.2643 0.5 -0.1 0.4
C -3.1666 3.0884 0.5355 0.1 -0.1 0.0
C 4.6088 -0.5309 1.1622 -0.3 0.2 0.0
C 3.2950 -0.9805 1.3777 -0.1 -0.3 0.2
H 1.9651 -0.8438 -3.0271 0.1 0.2 -0.1
H 1.2209 -0.6620 4.7466 0.2 0.4 -0.2
H -2.5419 -2.0252 3.5427 -0.2 -0.3 -0.3
C 3.2445 4.3949 -0.0101 -0.1 -0.4 -0.1
P 1.8889 0.0784 0.9639 0.1 1.1 0.3
C -2.8441 -2.6195 2.6790 0.0 0.2 -0.3
C -3.5995 -3.7812 2.8506 0.1 0.0 0.0
C 1.2539 -0.2684 -3.6177 0.3 0.9 -0.3
C 1.5109 0.2330 4.1690 -0.1 0.1 -0.1
H 4.7718 0.4715 0.7618 0.1 -0.3 0.1
Sn -0.0406 0.6705 2.6478 0.8 -2.1 2.1
H -0.9109 -2.4099 -3.4720 -0.1 0.2 0.0
H -1.3292 -0.6616 4.7807 0.5 0.2 -0.6
H 3.1931 4.7648 2.1114 -0.1 -0.2 -0.2
C -3.9658 -4.5656 1.7524 0.1 0.4 0.0
P -1.5592 -0.6891 1.0559 0.0 0.9 0.5
H -3.9150 -4.0790 3.8500 0.2 0.1 -0.2
H 2.5204 0.1178 3.7464 -0.4 0.0 0.3
C -2.2547 2.0359 0.6529 -0.1 -0.2 0.2
H 2.4376 2.4691 2.6965 0.2 0.1 -0.2
H -2.8022 4.1152 0.5500 -0.1 -0.3 -0.1
H -6.0461 1.2869 0.3531 0.2 0.1 0.0


# 2
89
Properties=species:S:1:pos:R:3:forces:R:3 method="wB97M-V/def2-TZVPD" total_charge=+2 spin_multiplicity=2 fmax_ev_per_a=4.146 s_squared=0.793 total_energy_ha=-5313.163503
C 7.7183 -0.6613 -2.1490 0.2 0.0 -0.1
O -1.8570 0.5856 0.6200 -1.8 -0.8 0.3
H 0.3313 -4.5458 0.4877 -0.1 -0.1 0.1
P 1.0637 2.9433 0.8949 -0.2 0.2 0.5
C 5.5363 0.3112 0.7558 0.0 0.1 0.3
H -0.7535 4.9650 0.1117 -0.1 0.1 0.0
H -1.6120 3.2909 3.4778 0.0 0.0 0.1
H 0.5423 1.1719 -1.4952 0.0 0.0 -0.1
C -6.8595 -4.7538 -3.5072 0.1 0.0 -0.2
H 0.1607 4.8940 -1.3945 0.1 0.1 0.0
H -4.0069 2.1200 0.3701 0.1 0.0 0.0
C 2.4025 -4.7105 1.0591 0.1 0.2 -0.1
H 8.3568 -1.3026 -1.5477 0.1 -0.1 0.0
C -3.7795 -3.8981 0.9878 -0.5 0.5 0.0
C -4.6744 -1.7365 0.4663 1.2 0.1 -0.1
H -1.0140 2.3779 -0.1047 0.2 0.1 0.2
O 3.3513 1.0242 2.5336 0.6 0.0 0.0
C 3.0421 4.3336 -0.4536 -0.1 0.0 -0.1
H 5.6054 0.4822 1.8173 0.2 0.0 0.2
C -6.8458 -2.8681 -1.9984 1.0 -0.4 -1.1
H -8.0489 -4.6273 -1.7347 -0.1 -0.1 0.1
H -0.1102 0.6145 2.4663 0.1 0.3 0.5
H 1.3379 1.0929 3.3931 -0.1 -0.1 0.1
H 3.1665 0.2528 -1.6734 -0.1 0.0 -0.1
C 1.2318 -4.0306 0.7843 -0.2 -0.2 0.0
C 4.2913 0.3822 0.1468 -0.3 0.0 0.6
C 4.1410 0.1813 -1.2158 -0.2 -0.1 -0.1
C 2.2534 4.3523 0.8526 -0.4 -0.3 0.0
C -5.9061 -2.2173 -2.8421 -0.2 -0.1 0.3
H 8.3026 0.2180 -2.4189 0.1 0.0 -0.1
H 2.7062 4.5390 2.9842 0.0 0.0 0.1
H 2.4336 -5.7860 1.0333 -0.1 -0.1 -0.1
H 4.4716 -4.4790 1.5877 0.1 -0.1 0.0
C 6.6443 -0.0073 0.0011 -0.2 0.0 -0.1
N -6.8831 -1.1941 -0.3966 0.1 0.8 -0.3
C -5.7243 -0.8082 0.1023 -0.5 -1.4 -0.1
C -0.5864 4.3838 -0.7924 0.0 0.1 0.1
N -2.3113 -2.0253 0.9295 1.2 1.7 -0.3
N 1.1443 -2.7063 0.8534 -0.5 2.0 0.8
H 3.6842 3.4565 -0.4956 0.1 -0.1 -0.1
C 3.5419 -3.9771 1.3711 -0.2 0.1 -0.1
H -0.4533 2.2416 -2.4805 0.0 0.0 0.0
C -4.8660 -3.1009 0.6711 0.2 -0.4 0.2
H 7.6080 -0.0820 0.4810 0.1 0.0 0.0
C -7.3201 -4.1459 -2.3658 -0.1 0.2 0.2
C -3.0952 0.1757 0.5400 2.9 0.9 0.1
C 2.2372 -2.0010 1.1761 0.7 -1.1 -0.1
C 5.2662 -0.1157 -1.9652 -0.1 0.1 0.1
C 3.2057 4.3166 2.0447 -0.1 -0.1 0.1
C 6.5211 -0.2558 -1.3673 -0.2 0.1 0.3
H 1.6420 5.2568 0.8966 -0.1 0.0 0.0
H 2.3987 4.3407 -1.3286 0.0 0.0 -0.1
H -6.2858 1.2466 0.0178 -0.1 0.2 0.0
N 1.9410 -0.6653 1.2722 -0.6 1.6 -0.6
C -0.1621 2.9488 -0.4865 0.3 0.0 0.3
H -4.7066 -2.3460 -4.5907 0.0 0.0 -0.1
H 0.7877 3.4531 3.2230 0.1 0.1 -0.2
H 5.1666 -0.2563 -3.0306 0.0 -0.1 -0.1
C 3.4712 -2.5969 1.4148 -0.2 0.0 0.0
H -1.6597 -3.9170 1.3505 0.1 0.0 0.0
C -5.4597 0.5760 0.1888 0.7 0.8 0.2
H -1.5160 4.3795 -1.3556 -0.1 0.0 -0.1
C -4.1850 1.0545 0.3744 -1.2 0.4 -0.2
C -2.5220 -3.3190 1.0997 0.4 0.0 0.0
C -3.3655 -1.2214 0.6364 -0.5 -1.7 0.2
H 3.9792 5.0663 1.8931 0.0 0.1 0.0
H 3.6912 3.3465 2.1303 0.1 0.0 0.1
N -7.2363 -2.3162 -0.8511 -0.7 0.5 1.3
C 0.3337 2.2153 -1.7292 0.1 -0.2 0.2
C -5.9157 -4.1056 -4.3062 0.2 -0.2 -0.2
H 3.6737 5.2174 -0.4978 0.0 0.0 0.0
O 1.9532 1.6391 0.5706 1.0 -0.9 -0.1
C -1.2077 3.2310 2.4706 -0.1 0.2 0.0
C 0.2474 2.7746 2.5559 0.1 0.2 -0.2
H -7.2217 -5.7304 -3.7890 0.0 -0.1 0.0
H -1.3153 4.2147 2.0223 -0.1 0.1 0.0
H -0.2637 1.3544 4.0671 -0.1 0.1 0.1
Br -5.2359 -4.9595 -5.8581 -0.2 0.2 0.4
C -5.4404 -2.8375 -3.9695 0.0 0.0 -0.2
H 4.3242 -1.9836 1.6599 0.1 -0.1 0.1
H 1.2222 2.6791 -2.1500 0.1 0.0 -0.1
H -5.8585 -3.5246 0.6210 0.0 -0.1 -0.1
Ir -0.3106 -0.9187 0.9967 -1.4 -3.7 -1.3
C 0.3194 1.3730 3.1494 0.1 -0.1 -0.1
H -5.5530 -1.2349 -2.5665 0.1 0.1 -0.1
H 7.4463 -1.1848 -3.0597 0.0 0.0 -0.1
S 2.9371 0.5191 1.2700 -1.5 0.5 -0.6
H -3.9041 -4.9516 1.1721 0.0 -0.1 0.0
H -1.8042 2.5142 1.9138 0.0 0.0 0.0


# 3
84
Properties=species:S:1:pos:R:3:forces:R:3 method="wB97M-V/def2-TZVPD" total_charge=-1 spin_multiplicity=8 fmax_ev_per_a=3.073 s_squared=15.821 total_energy_ha=-4837.105367
C 2.1544 1.0766 0.8095 0.7 -0.3 -0.9
C -1.9545 2.5518 -4.4678 0.1 -0.2 -0.2
H 0.7962 3.3201 -1.4810 0.1 0.0 0.2
N -0.4069 -2.0424 -1.9589 -0.3 0.3 -1.6
H -2.5590 0.3876 -2.0886 -0.3 0.2 -0.4
H -4.1534 -0.2235 0.6350 -0.3 -0.6 -0.4
H 0.6681 2.4957 -6.6073 0.0 0.0 0.2
C -1.8998 1.2484 -3.9802 0.1 0.1 -0.5
H -0.3405 4.6521 -6.6204 0.0 0.0 0.0
C 0.0696 0.8366 -5.3838 -0.6 0.5 0.2
C 1.8227 1.7798 -0.3909 1.2 -0.9 0.2
H 2.5411 -2.3410 -1.6036 0.2 0.4 0.0
N -1.6517 -0.8861 5.0992 0.0 0.1 1.1
C -0.5721 -2.4373 -0.5912 -2.0 -2.3 -0.3
H 2.6086 1.4414 2.8848 -0.1 0.1 -0.2
H 1.8843 3.9063 -0.2025 -0.2 0.0 -0.1
H 3.6063 -2.1124 0.8505 0.0 0.3 0.1
C -3.3797 -3.3628 1.7096 0.0 0.1 -0.5
C 2.7534 -0.1810 0.4446 0.2 1.2 -0.8
C -1.0802 4.4541 -5.8440 -0.1 0.3 -0.2
C 0.6796 0.0288 7.6264 0.9 -0.1 -0.2
C -1.3532 -0.5461 6.4301 -0.6 -0.1 -1.4
C -4.0817 -2.1492 1.6556 0.0 0.3 -0.3
H -2.0678 4.6946 -6.2477 0.1 0.0 0.0
H -2.1090 0.5179 9.5521 0.1 0.0 -0.3
C 0.0247 -0.4484 6.4978 0.6 -0.1 -1.3
H -3.5303 -0.0793 -3.4868 0.2 0.1 0.1
H -2.7492 3.2200 -4.1292 0.2 -0.2 0.0
C -0.0453 2.1493 -5.8602 -0.3 0.0 0.0
C 1.9372 -0.7429 4.9234 -0.2 0.0 0.0
C -0.5036 -1.0289 4.3440 -0.1 0.4 -0.2
H 0.3405 0.7720 9.6324 -0.1 -0.1 -0.2
H 1.7042 -0.5593 -5.0500 -0.3 0.1 -0.2
Se -0.4346 -1.5531 2.5533 -0.1 -0.2 0.4
H 1.9527 0.6344 -6.3368 -0.2 -0.3 0.1
H -1.6056 -4.3836 0.9538 -0.3 0.2 0.2
H 2.9035 2.3928 -2.9612 -0.1 -0.3 -0.1
C 2.7978 -0.2514 -0.9913 0.1 1.2 0.8
H -0.8969 5.1512 -5.0177 0.0 -0.2 -0.1
C 3.1939 -1.4615 -1.7775 0.3 -0.3 -0.2
C -0.6898 -0.7487 -2.3403 -0.1 -1.4 -0.4
C -3.7506 -1.2475 0.6316 -0.6 -1.1 0.3
H -2.5836 -1.0138 4.7272 0.4 0.0 0.0
C 1.2018 -0.0148 -5.8625 0.5 -0.1 -0.3
H -3.6666 -4.1441 2.4073 0.1 0.1 0.0
H 0.3010 3.2070 0.2079 0.3 -0.1 -0.1
Gd 0.3983 -0.3613 -0.2706 -1.4 1.5 2.3
N -2.9242 -1.5807 -0.3621 2.4 1.3 0.8
C -0.2030 -2.0203 -4.1483 -0.2 0.1 -0.5
C 1.1651 3.1153 -0.4681 0.0 0.5 0.0
H 0.2358 -3.8552 -2.9726 -0.1 0.1 -0.1
H 0.9640 0.8384 2.6043 0.4 0.3 -0.2
H 1.3027 1.7045 -3.2791 0.2 0.0 0.0
H -3.6585 1.5697 -2.8416 0.1 -0.2 -0.1
C -2.2775 -3.5266 0.8842 -0.1 0.5 0.1
C 1.7608 1.4868 2.1846 -0.3 0.1 0.7
H 2.1143 -1.7965 1.7443 0.4 0.2 -0.2
H -4.9306 -1.9255 2.3011 0.4 0.0 0.1
H 2.2630 0.2753 4.6609 0.0 -0.3 0.1
C -0.1205 0.3828 8.7221 -1.6 0.0 0.6
C 2.2690 0.9878 -1.4963 0.4 -0.3 1.0
C -1.5262 0.2520 8.6679 1.5 0.3 0.7
H 1.3615 2.5102 2.1908 0.2 -0.2 0.0
C -1.0257 3.0256 -5.3981 0.1 -0.4 0.3
H -3.2514 -0.3102 7.4145 0.3 0.1 0.2
C 3.0421 -1.3188 1.3603 0.0 -0.6 0.4
N 0.5199 -0.7607 5.2252 0.2 0.0 1.0
H 3.1614 -1.2599 -2.8567 0.1 -0.1 0.2
H 3.6093 -1.0058 2.2481 0.0 0.0 -0.2
C -2.9550 0.7510 -3.0496 -0.7 0.2 0.7
N -0.6372 -0.7714 -3.6922 0.4 -1.1 0.0
H -0.0703 -2.2354 -5.1956 0.0 0.0 0.1
H 1.7646 0.1210 7.6130 -0.3 0.1 0.2
C -0.8651 0.4096 -4.4314 0.6 0.8 0.0
H 2.7486 0.7130 -3.5613 0.0 0.2 0.1
H 0.8672 -0.7447 -6.6169 0.1 0.2 0.2
C 2.3071 1.4670 -2.8994 -0.3 0.2 -0.4
H 0.0469 -3.3058 -0.3485 -0.3 0.1 -0.1
C -1.9611 -2.4939 -0.0507 -0.3 -1.1 -0.5
C -0.0483 -2.8201 -3.0806 -0.5 0.4 0.9
H 2.1454 -1.4305 4.0947 -0.1 0.3 0.2
H 4.2163 -1.7795 -1.5146 -0.2 0.0 -0.2
H 2.4831 -1.0625 5.8184 -0.1 0.0 -0.2
C -2.1680 -0.2042 7.5053 -0.8 -0.3 -0.3


# 4
84
Properties=species:S:1:pos:R:3:forces:R:3 method="wB97M-V/def2-TZVPD" total_charge=+1 spin_multiplicity=1 fmax_ev_per_a=4.332 total_energy_ha=-1840.802474
H 2.8248 5.9237 8.2823 -0.1 -0.2 0.0
C 3.5254 -1.3220 0.1897 -0.3 0.2 -0.2
C -3.6883 0.8413 5.9598 2.5 -0.1 -1.2
H -0.7470 -2.2219 1.6120 -0.1 -0.2 -0.1
C 2.2543 5.1376 7.7809 0.3 0.1 -0.1
C 4.8314 -1.8888 -1.8941 0.1 -0.1 0.3
C 6.0326 -2.1503 -2.5548 0.0 0.1 0.3
H 2.3550 -6.0276 0.2630 -0.1 0.2 0.1
C 1.6937 -0.9726 2.6823 1.4 -1.6 -1.3
C 0.4020 5.5783 6.2246 -0.1 -0.4 -0.1
C 2.7259 4.9962 6.3257 -0.3 -0.3 -0.1
O -5.7622 0.0343 6.5545 2.0 1.7 -0.1
H 0.6422 -5.5308 0.2340 0.2 0.0 0.0
H 0.5954 6.4749 8.1878 0.0 -0.2 0.0
C -2.7447 1.8972 5.9969 -1.0 -0.6 0.2
C 4.8360 -1.5468 -0.5379 0.1 0.0 0.0
C -0.8565 8.0716 2.9441 0.1 -0.2 -0.3
H -0.1782 4.6739 5.9461 0.1 0.2 -0.1
H 6.0260 -1.1364 1.2072 0.2 -0.1 -0.3
H -1.9883 -1.4399 4.1249 0.0 0.3 0.2
C 1.7331 5.5207 4.1268 1.0 -1.2 -0.9
H -1.3925 8.9350 3.3338 0.2 -0.1 -0.1
C 3.3016 -2.2954 1.3531 0.8 -0.5 0.1
C -0.4191 6.5042 1.1590 0.1 0.2 0.3
N 1.9665 -4.2087 1.1822 0.6 0.3 -0.2
H 1.3973 4.8080 0.3079 0.0 0.0 0.2
H 2.4116 4.1993 8.3191 0.1 0.2 0.0
C 7.2511 -1.6884 -0.5055 -0.3 0.0 0.0
C 1.1313 -3.2953 1.9514 -0.4 -0.9 -0.4
H 3.8703 -1.9693 -2.4080 0.4 0.0 0.0
C 6.0449 -1.4269 0.1532 0.0 -0.1 -0.4
H 3.5151 4.3093 4.0635 -0.4 0.1 -0.1
C 0.7624 6.2864 3.2854 -0.2 0.1 -0.3
H -0.2343 -1.5659 3.2979 0.2 0.4 0.1
H 0.3513 7.8439 4.7236 -0.1 -0.1 -0.3
H 2.6846 -1.4454 -0.5139 0.2 0.2 0.2
C 1.2948 4.7066 1.3955 0.5 -0.7 0.1
C 0.5349 5.8667 1.9531 -0.2 0.2 0.4
C 1.5573 -5.5507 0.8376 -0.4 -0.3 0.1
C -1.1827 0.5434 4.6548 -2.0 0.2 1.0
C 0.0888 0.4040 4.0054 1.2 -1.2 -1.0
C -1.5272 1.7474 5.3586 0.7 -0.7 -0.6
H 0.1491 4.7569 8.2182 0.0 0.2 0.0
N -4.9423 0.9805 6.6142 -3.8 0.5 2.0
H 3.4797 -0.2992 0.5994 0.0 -0.2 -0.2
H 3.0653 3.5237 1.8312 0.0 0.1 -0.1
C 0.1003 7.4391 3.7413 0.0 -0.2 -0.2
H 2.4745 -0.2063 2.6749 -0.2 -0.2 0.0
H 0.2589 -4.8140 3.2235 0.2 0.2 0.1
O 4.0917 -4.3903 0.3043 -1.3 1.2 0.9
H 3.3778 5.2254 1.5191 0.0 -0.1 0.2
H -0.7461 -3.9167 1.0720 0.1 0.3 0.0
C 2.6926 4.5331 2.0367 -0.2 0.4 -1.1
H 8.1895 -1.6059 0.0457 -0.2 0.0 -0.2
H 3.7082 5.4610 6.1612 -0.3 0.0 -0.2
H 1.8346 -4.1697 3.7884 -0.3 0.0 -0.1
H -3.0160 2.8049 6.5358 0.2 -0.2 -0.2
H -0.8059 2.5677 5.3919 -0.2 -0.3 0.0
H 1.3596 -6.1466 1.7371 0.1 0.1 -0.2
C -1.1286 7.5970 1.6510 0.1 0.0 0.4
C 0.4798 -0.7486 3.3279 -1.6 0.8 1.1
H 0.7248 3.7780 1.5569 0.0 0.1 0.1
C 3.2110 -3.7470 0.8700 1.0 -1.0 -0.5
C -3.3944 -0.3557 5.2766 -0.2 0.5 0.4
H 4.1328 -2.2151 2.0816 -0.4 -0.1 -0.3
C 0.8685 -3.9093 3.3325 0.2 0.1 0.1
H -0.5897 6.1310 0.1466 0.0 0.2 0.3
H 0.7817 1.2465 4.0624 -0.1 -0.1 0.0
H -4.1424 -1.1476 5.2653 0.3 0.2 0.0
C 7.2442 -2.0562 -1.8570 -0.3 0.1 0.1
H -1.8765 8.0787 1.0223 0.2 0.0 0.2
H 2.8302 3.9228 6.0884 0.0 0.1 -0.1
H 8.1830 -2.2653 -2.3700 -0.3 0.1 0.2
C -2.1720 -0.4974 4.6418 0.6 0.5 0.0
H -0.2266 6.4432 5.9907 0.2 -0.3 0.1
C -0.1438 -3.0037 1.1499 0.1 0.2 -0.1
H 6.0130 -2.4327 -3.6089 0.1 0.1 0.3
C 0.7686 5.5044 7.7147 -0.2 0.2 -0.1
N 2.0118 -2.1148 2.0359 -0.5 2.6 1.3
H 0.3556 -3.2147 3.9979 0.0 -0.3 0.0
N 1.6767 5.6030 5.5057 0.2 0.9 0.7
H 0.1379 -2.6653 0.1421 -0.1 -0.1 0.3
C 2.6868 4.7447 3.5000 -0.9 0.7 1.2
O -5.1938 2.0412 7.2314 1.0 -2.0 -1.4